Here is 2 unconnected molecules or ions with the total composition C4H7N2S at a distorted geometry from OMol25. Energies are from ωB97M-V/def2-TZVPD.

```
14
Properties=species:S:1:pos:R:3:lowdin_charge:R:1
C 2.75582 0.65290 -0.35695 0.02
C 2.79902 -0.49977 0.48817 0.03
C 1.41460 0.87522 -0.56526 -0.05
C -4.05004 0.34826 -0.68832 -0.44
N 1.51365 -0.92774 0.70548 0.08
N 0.71707 -0.03227 0.07878 0.04
S -2.66864 -0.46427 -0.37703 0.65
H 3.47424 1.25725 -0.83190 0.11
H 3.46409 -1.26735 0.84967 0.14
H 0.99260 1.46449 -1.35652 0.15
H -4.89816 -0.17822 -0.90046 -0.02
H -3.92780 1.39096 -0.92207 0.01
H -0.30682 -0.03594 0.01560 0.05
H 1.04489 -1.87289 0.93438 0.24
```

Output
HOMO level, eV: -12.6772
E_LUMO, eV: -4.1
Charge: +1
Orbital gap, eV: 8.6

---

Here is a single C4H8O molecule from OMol25. Energies are from ωB97M-V/def2-TZVPD.

```
13
Properties=species:S:1:pos:R:3:lowdin_charge:R:1
C 1.18686 0.01283 -0.87807 -0.02
C -0.20131 -0.07565 -0.28113 -0.59
O -1.17967 -0.61165 -1.13246 0.00
C -0.72942 0.97192 0.64362 -0.07
C -0.27991 -0.36455 1.18913 -0.08
H 1.92503 0.34637 -0.13874 0.08
H 1.22209 0.69687 -1.72993 0.08
H 1.50657 -0.97865 -1.22370 0.08
H -1.06871 -1.57088 -1.14386 0.10
H -0.15584 1.86959 0.85665 0.10
H -1.80480 1.12034 0.58901 0.11
H 0.68462 -0.40372 1.68140 0.10
H -1.03067 -1.04437 1.58229 0.10
```

Output
Structure (SMILES): CC1(O)CC1
HOMO level, eV: -9.8506
E_LUMO, eV: 1.0
Orbital gap, eV: 10.9

---

Here is a molecular structure, C40H69N5O2Re at a distorted geometry from OMol25. Energies are from ωB97M-V/def2-TZVPD.

```
117
Properties=species:S:1:pos:R:3:lowdin_charge:R:1
Re -0.86323 -1.76119 -0.16796 1.70
C 0.55263 -4.29205 1.16130 -0.05
N 0.71506 -3.50940 -0.08736 -0.31
C 0.59062 -4.43043 -1.23807 -0.06
C 2.09974 -2.97059 -0.08594 -0.17
C 2.09182 -1.60409 0.52071 -0.15
N 1.16125 -0.74363 -0.24682 -0.22
C 1.72303 -0.67350 -1.63711 -0.12
C 1.35533 0.52294 -2.41028 -0.18
C 2.32899 1.23525 -3.09662 0.03
C 1.97507 2.26420 -3.93960 -0.15
C 0.61514 2.56281 -3.99035 0.03
C -0.39164 1.89653 -3.29954 -0.05
C -0.00440 0.76645 -2.50354 -0.26
O -0.82998 -0.07170 -1.83833 -0.24
C -1.83723 2.38158 -3.50329 -0.52
C -1.92207 3.74140 -4.20842 -0.06
C -2.54697 2.57618 -2.15892 -0.03
C -2.56979 1.37048 -4.39870 -0.02
C 2.96986 3.02630 -4.80956 -0.56
C 2.91078 4.52723 -4.48755 -0.04
C 2.59865 2.81283 -6.28705 -0.04
C 4.40620 2.54498 -4.60473 -0.06
C 1.09618 0.59743 0.40011 -0.08
C 0.94516 0.56349 1.89244 -0.14
C 1.66229 1.44918 2.65515 0.03
C 1.52515 1.49712 4.04753 -0.13
C 0.65936 0.57133 4.64174 0.05
C -0.08016 -0.35964 3.93462 -0.06
C 0.04781 -0.34506 2.50774 -0.27
O -0.63307 -1.18808 1.76088 -0.23
C -1.00501 -1.33406 4.67588 -0.52
C -2.46643 -1.05265 4.27848 -0.02
C -0.89438 -1.19036 6.19752 -0.05
C -0.65625 -2.79273 4.33802 -0.03
C 2.33335 2.49617 4.85668 -0.56
C 1.92580 2.52032 6.33144 -0.05
C 3.81855 2.10202 4.75953 -0.03
C 2.13761 3.90770 4.27739 -0.04
H 1.27586 -5.11089 1.19244 0.12
H -0.44198 -4.72510 1.22611 0.07
H 0.71647 -3.64869 2.02242 0.08
H 1.33888 -5.22426 -1.17179 0.12
H 0.74914 -3.88754 -2.16938 0.09
H -0.39079 -4.89936 -1.25261 0.07
H 2.46600 -2.94417 -1.10960 0.12
H 2.76586 -3.62344 0.48179 0.15
H 3.10041 -1.18027 0.51434 0.16
H 1.76865 -1.65655 1.55791 0.12
H 1.36760 -1.55971 -2.17195 0.12
H 2.81314 -0.73093 -1.57341 0.14
H 3.37129 0.96406 -2.97270 0.11
H 0.32258 3.39190 -4.61564 0.10
H -1.33581 4.50127 -3.69002 0.10
H -2.96335 4.06907 -4.21250 0.10
H -1.59862 3.68993 -5.24816 0.09
H -2.12758 3.43565 -1.63313 0.10
H -2.42360 1.70724 -1.52662 0.03
H -3.61238 2.76056 -2.31326 0.10
H -2.09082 1.32565 -5.37749 0.10
H -3.61055 1.67289 -4.54527 0.10
H -2.55199 0.37105 -3.97374 0.04
H 1.91638 4.94159 -4.65928 0.08
H 3.61154 5.06860 -5.12555 0.09
H 3.18570 4.71087 -3.44686 0.09
H 1.58915 3.16456 -6.50404 0.08
H 2.65703 1.75420 -6.54821 0.09
H 3.29157 3.36285 -6.92630 0.09
H 4.73730 2.68721 -3.57331 0.09
H 5.07270 3.12172 -5.24648 0.09
H 4.51971 1.49233 -4.87308 0.09
H 0.26259 1.13303 -0.04930 0.13
H 2.00509 1.15192 0.15768 0.15
H 2.34770 2.12599 2.15887 0.12
H 0.57091 0.58379 5.71478 0.09
H -2.66702 0.01962 4.24099 0.11
H -3.14550 -1.49629 5.00815 0.10
H -2.68555 -1.48435 3.30188 0.03
H -1.24402 -0.21656 6.54335 0.10
H 0.12743 -1.34733 6.54573 0.10
H -1.52160 -1.94926 6.66569 0.09
H -0.73535 -2.97738 3.26803 0.03
H -1.34361 -3.46265 4.85825 0.10
H 0.35874 -3.03407 4.66151 0.10
H 2.13651 1.57229 6.83037 0.09
H 0.86626 2.75657 6.45113 0.09
H 2.49708 3.29126 6.84761 0.09
H 3.98245 1.10306 5.16835 0.09
H 4.42211 2.80807 5.33127 0.09
H 4.17106 2.11403 3.72656 0.08
H 1.08227 4.18727 4.28374 0.10
H 2.50912 3.99114 3.25557 0.08
H 2.68384 4.62839 4.88617 0.09
C -2.70643 -4.21742 -0.02280 -0.17
C -2.90405 -3.84243 -1.47997 -0.14
N -1.96863 -2.75854 -1.90556 -0.12
C -2.70447 -1.68012 -2.60624 -0.19
C -3.49817 -0.87081 -1.59007 -0.12
N -2.72423 -0.60198 -0.34105 -0.14
C -3.52904 -0.78443 0.87843 -0.16
C -3.74350 -2.26189 1.06826 -0.14
N -2.47682 -2.99467 0.77394 -0.12
H -3.56921 -4.77751 0.34415 0.15
H -1.83782 -4.85963 0.08076 0.08
H -2.77202 -4.72921 -2.09949 0.14
H -3.92414 -3.49827 -1.64204 0.12
H -1.30328 -3.14867 -2.56389 0.12
H -1.96533 -1.04478 -3.07391 0.08
H -3.37065 -2.08322 -3.37285 0.15
H -3.78769 0.06896 -2.05157 0.12
H -4.41683 -1.38948 -1.31559 0.12
H -2.39659 0.35563 -0.38041 0.10
H -2.96501 -0.36765 1.70923 0.10
H -4.48983 -0.26667 0.82370 0.15
H -4.08783 -2.47048 2.08044 0.14
H -4.51128 -2.63223 0.39073 0.12
H -2.06191 -3.26014 1.66741 0.10
```

Output
⟨S²⟩: 0.78
HOMO level (alpha / beta), eV: -12.2825 / -12.2745
Spin multiplicity: 2
E_LUMO (alpha / beta), eV: -6.5 / -7.0
Charge: +2
Orbital gap (alpha / beta), eV: 5.8 / 5.2

---

Here is 2 unconnected molecules or ions with the total composition C4H8N3O at a distorted geometry from OMol25. Energies are from ωB97M-V/def2-TZVPD.

```
16
Properties=species:S:1:pos:R:3:lowdin_charge:R:1
C -0.12091 0.28522 -0.85813 0.12
C -0.95464 -0.18767 -0.02876 -0.05
C 1.27523 -0.11529 -0.08062 -0.52
C 1.87255 1.22978 0.48350 0.03
N -0.58025 -0.83494 1.05849 0.07
N 0.67865 -0.86869 1.11919 0.17
N -3.12462 -0.49201 -0.17629 0.23
O 2.19453 -0.77312 -0.75120 0.13
H -0.03887 0.68007 -1.90252 0.17
H 1.11062 1.93536 0.77307 0.09
H 2.67038 1.51429 -0.17777 0.09
H 2.47800 0.89978 1.41122 0.13
H -3.60078 0.29991 0.23861 0.11
H -2.86980 -1.27950 0.36522 0.06
H -3.58425 -0.75966 -1.01637 0.09
H 2.59414 -1.53353 -0.45764 0.10
```

Output
HOMO level, eV: -14.6959
E_LUMO, eV: -5.9
Charge: +1
Orbital gap, eV: 8.8

---

Here is a single CH3N3S molecule at a distorted geometry from OMol25. Energies are from ωB97M-V/def2-TZVPD.

```
8
Properties=species:S:1:pos:R:3:lowdin_charge:R:1
C -0.42594 -0.74733 -0.00754 -0.57
N 0.75219 1.33422 0.01252 -0.28
N 1.83214 0.96309 -0.10113 -0.02
N -0.37593 0.77749 -0.02602 -0.10
S 1.21362 -1.41054 0.14590 0.70
H -1.03792 -1.40053 0.75607 0.10
H -0.87705 -0.95101 -0.96409 0.05
H -1.08110 1.43461 0.18429 0.11
```

Output
⟨S²⟩: 2.01
HOMO level (alpha / beta), eV: -6.6080 / -9.2411
Spin multiplicity: 3
E_LUMO (alpha / beta), eV: 0.8 / -2.2
Orbital gap (alpha / beta), eV: 7.5 / 7.1

---

Here is a single C5H11N2O molecule at a distorted geometry from OMol25. Energies are from ωB97M-V/def2-TZVPD.

```
19
Properties=species:S:1:pos:R:3:lowdin_charge:R:1
C -2.30951 -0.46246 -0.78352 -0.33
O -2.38682 -1.46468 0.06352 0.05
C -1.22663 0.64355 -0.43144 -0.39
C 0.17572 -0.02173 -0.65624 -0.19
C 1.38842 0.80140 -0.26486 -0.10
C 2.28786 -0.10015 0.50415 -0.34
N 3.72588 -0.36942 0.62784 0.08
N -1.46019 1.09623 0.92354 0.04
H -3.22854 0.16767 -0.78971 0.16
H -2.11176 -0.72616 -1.86061 0.13
H -1.36801 1.47848 -1.12532 0.13
H 0.26332 -0.52132 -1.66539 0.14
H 0.08832 -0.82909 0.07305 0.10
H 1.83271 1.44596 -1.03184 0.10
H 1.52374 0.15113 1.27832 0.12
H 2.41885 -1.20058 0.36812 0.12
H 4.05591 0.19316 -0.16976 0.04
H -1.48978 0.19735 1.42356 0.08
H -0.63455 1.58622 1.25905 0.07
```

Output
⟨S²⟩: 1.76
HOMO level (alpha / beta), eV: -8.0162 / -9.7737
Spin multiplicity: 2
E_LUMO (alpha / beta), eV: -1.9 / -1.0
Orbital gap (alpha / beta), eV: 6.1 / 8.8

---

| no. | M (g/mol) |
| --- | --- |
| 1 | 115.18 |
| 2 | 72.11 |
| 3 | 838.23 |
| 4 | 114.13 |
| 5 | 89.12 |
| 6 | 115.16 |